No. 1
A molecular structure, C49H62NO8P2Si2Tl. Source: the OMol25 dataset; level of theory: ωB97M-V/def2-TZVPD.

```
125
C49H62NO8P2Si2Tl (ωB97M-V/def2-TZVPD)
Tl 1.211 1.441 0.817
C 3.218 1.877 -2.015
Si 1.578 1.841 -2.879
C 1.700 0.215 -3.837
C 2.013 0.340 -5.198
C 2.406 -0.754 -5.953
C 2.476 -2.006 -5.360
C 2.141 -2.155 -4.025
C 1.762 -1.062 -3.246
P 1.290 -1.262 -1.467
C 2.598 -2.417 -0.868
C 2.589 -3.800 -1.056
C 3.628 -4.585 -0.578
C 4.690 -4.003 0.105
C 4.699 -2.633 0.317
C 3.656 -1.850 -0.162
C -0.128 -2.413 -1.621
C -0.810 -2.641 -2.813
C -1.850 -3.563 -2.865
C -2.216 -4.265 -1.726
C -1.563 -4.013 -0.525
C -0.535 -3.085 -0.467
C 1.192 3.255 -4.041
C 1.852 3.893 -5.090
C 1.219 4.930 -5.760
C -0.072 5.319 -5.407
C -0.742 4.691 -4.369
C -0.091 3.680 -3.676
P -0.627 2.561 -2.336
C -1.985 1.717 -3.239
C -1.687 0.665 -4.104
C -2.677 0.089 -4.885
C -3.980 0.560 -4.813
C -4.286 1.605 -3.953
C -3.296 2.182 -3.166
C -1.492 3.504 -1.037
C -1.440 4.895 -1.109
C -2.159 5.670 -0.212
C -2.916 5.067 0.782
C -2.936 3.684 0.883
C -2.233 2.902 -0.023
H 3.957 1.826 -2.824
H 3.361 0.987 -1.399
H 3.382 2.773 -1.425
H 1.942 1.310 -5.677
H 2.662 -0.627 -6.997
H 2.785 -2.867 -5.939
H 2.178 -3.142 -3.583
H 1.757 -4.277 -1.562
H 3.604 -5.657 -0.732
H 5.496 -4.618 0.483
H 5.506 -2.170 0.871
H 3.657 -0.788 0.052
H -0.533 -2.105 -3.712
H -2.367 -3.736 -3.801
H -3.009 -5.001 -1.772
H -1.854 -4.543 0.374
H -0.046 -2.879 0.478
H 2.852 3.593 -5.382
H 1.730 5.440 -6.568
H -0.556 6.123 -5.947
H -1.753 4.988 -4.114
H -0.674 0.291 -4.169
H -2.429 -0.727 -5.553
H -4.756 0.110 -5.420
H -5.301 1.976 -3.890
H -3.555 2.991 -2.495
H -0.810 5.378 -1.842
H -2.111 6.749 -0.285
H -3.476 5.673 1.483
H -3.499 3.202 1.672
H -2.262 1.830 0.063
O -1.256 0.278 -0.959
H -1.125 -0.100 -0.032
H -1.890 -0.289 -1.408
O 3.337 0.254 2.446
H 3.875 0.785 3.039
H 2.588 -0.047 2.993
O 1.008 4.310 0.915
N 1.556 4.588 -0.147
O 1.281 3.793 -1.111
C 1.241 -4.421 3.040
C 1.315 -3.036 3.668
C 0.624 -3.038 5.027
C 2.769 -2.600 3.810
O 0.679 -2.149 2.750
Si -0.230 -0.789 2.904
O -0.522 -0.215 1.461
O 0.735 0.258 3.784
C 0.359 1.281 4.719
C 1.609 2.103 4.996
C -0.726 2.169 4.115
C -0.134 0.653 6.017
O -1.562 -1.067 3.832
C -2.888 -1.388 3.395
C -2.842 -2.538 2.393
C -3.542 -0.160 2.764
C -3.647 -1.803 4.643
H 1.713 -5.164 3.684
H 1.745 -4.421 2.070
H 0.196 -4.703 2.886
H 1.136 -3.726 5.702
H -0.419 -3.344 4.931
H 0.641 -2.039 5.467
H 3.323 -3.311 4.426
H 2.823 -1.615 4.279
H 3.241 -2.540 2.825
H 1.912 2.664 4.108
H 2.427 1.451 5.311
H 1.415 2.819 5.796
H -0.393 2.610 3.172
H -0.971 2.984 4.798
H -1.631 1.588 3.920
H 0.676 0.102 6.503
H -0.957 -0.035 5.825
H -0.473 1.435 6.698
H -2.236 -2.264 1.526
H -3.848 -2.788 2.050
H -2.399 -3.424 2.856
H -2.918 0.214 1.951
H -3.658 0.630 3.511
H -4.529 -0.414 2.372
H -3.178 -2.677 5.099
H -4.682 -2.050 4.396
H -3.645 -0.991 5.373
```

Values from the calculation:
Calculated total energy in eV: -108721.2801
Relative energy (zero: lowest compared OMol25 entry of this formula, charge and spin) in eV: 0.137
Charge: 0
E_LUMO in eV: 0.2
Kohn-Sham gap in Ha: 0.2828
Highest occupied orbital energy in eV: -7.51

***

No. 2
9 unconnected molecules or ions with the total composition C49H65BClF5N2O20. Source: the OMol25 dataset; level of theory: ωB97M-V/def2-TZVPD.

```
143
C49H65BClF5N2O20 (ωB97M-V/def2-TZVPD)
C -5.558 4.414 -7.185
B -3.969 4.336 -6.769
O -3.240 5.571 -6.674
C -3.386 2.850 -6.460
C -2.916 1.829 -7.560
C -2.403 0.385 -7.207
C -1.960 -0.702 -8.281
C -0.480 -0.508 -8.871
C 0.664 -1.110 -7.891
N 0.749 -0.660 -6.490
O 1.460 -1.996 -8.323
C -2.379 0.024 -5.708
C -2.826 1.020 -4.606
C -3.327 2.437 -4.941
Cl -3.838 3.564 -3.600
C -2.658 0.236 -3.234
O -3.003 0.831 -2.186
N -2.100 -1.096 -3.465
C -0.860 -1.376 -2.670
C 0.196 -0.172 -2.750
C 1.580 -0.558 -1.972
C 2.392 0.808 -1.809
F 3.784 0.528 -1.799
F 2.148 1.584 -2.996
C 1.943 1.720 -0.569
F 1.346 1.020 0.495
F 1.068 2.769 -0.991
F 3.076 2.399 -0.014
C -1.983 -1.303 -4.937
O -1.653 -2.400 -5.438
H -6.207 4.232 -6.243
H -5.834 5.456 -7.591
H -5.832 3.625 -7.964
H -2.439 5.511 -7.238
H -2.960 2.157 -8.647
H -2.688 -0.641 -9.155
H -2.010 -1.738 -7.794
H -0.420 -1.172 -9.815
H -0.238 0.552 -9.225
H 1.227 -1.432 -5.987
H 1.347 0.186 -6.515
H -1.080 -1.726 -1.601
H -0.358 -2.279 -3.192
H 0.381 0.024 -3.873
H -0.168 0.798 -2.240
H 2.133 -1.371 -2.548
H 1.234 -0.997 -0.962
O 4.595 8.292 3.293
C 4.155 7.265 2.843
C 4.754 6.472 1.712
C 3.615 5.552 1.331
C 2.874 5.390 2.636
O 3.050 6.633 3.328
H 5.616 5.916 2.084
H 5.040 7.120 0.884
H 3.943 4.605 0.902
H 2.971 6.050 0.599
H 3.288 4.587 3.251
H 1.810 5.203 2.479
O -7.740 -1.871 1.000
C -6.791 -1.146 0.838
C -6.541 0.149 1.560
C -5.471 0.790 0.703
C -4.756 -0.408 0.124
O -5.764 -1.419 -0.009
H -6.179 -0.069 2.568
H -7.445 0.758 1.598
H -4.810 1.461 1.254
H -5.940 1.366 -0.101
H -3.971 -0.783 0.787
H -4.321 -0.191 -0.852
O 6.451 3.098 2.082
C 6.509 3.335 3.263
C 7.474 2.719 4.239
C 6.841 3.068 5.571
C 6.119 4.358 5.262
O 5.718 4.247 3.891
H 8.452 3.188 4.118
H 7.543 1.644 4.098
H 7.559 3.163 6.387
H 6.117 2.296 5.847
H 6.768 5.234 5.365
H 5.239 4.495 5.892
O -4.824 -2.737 3.630
C -5.320 -3.837 3.598
C -6.469 -4.257 2.721
C -6.905 -5.554 3.368
C -5.619 -6.067 3.972
O -4.879 -4.892 4.333
H -6.102 -4.412 1.704
H -7.264 -3.513 2.735
H -7.365 -6.258 2.672
H -7.629 -5.343 4.162
H -5.026 -6.647 3.259
H -5.797 -6.673 4.855
O -4.449 -2.887 -7.998
C -4.054 -3.962 -8.367
C -3.500 -5.045 -7.482
C -2.820 -5.957 -8.481
C -3.645 -5.743 -9.730
O -4.088 -4.383 -9.661
H -4.326 -5.545 -6.970
H -2.791 -4.638 -6.761
H -2.779 -7.000 -8.166
H -1.795 -5.615 -8.651
H -4.523 -6.395 -9.765
H -3.058 -5.893 -10.638
O -4.418 -8.142 5.446
C -4.366 -7.896 6.624
C -3.378 -8.473 7.600
C -4.015 -8.139 8.933
C -4.781 -6.875 8.620
O -5.183 -7.007 7.252
H -2.415 -7.972 7.472
H -3.273 -9.549 7.463
H -3.296 -8.018 9.745
H -4.712 -8.935 9.216
H -4.161 -5.979 8.715
H -5.662 -6.764 9.253
O 3.870 1.628 8.122
C 4.023 2.724 8.596
C 2.925 3.650 9.042
C 3.653 4.972 9.163
C 5.059 4.539 9.506
O 5.240 3.283 8.843
H 2.539 3.307 10.006
H 2.126 3.697 8.302
H 3.218 5.647 9.902
H 3.647 5.483 8.195
H 5.198 4.389 10.581
H 5.804 5.253 9.150
O 9.127 1.472 2.654
C 9.357 1.543 1.472
C 8.354 1.355 0.368
C 9.245 1.161 -0.841
C 10.474 1.957 -0.471
O 10.577 1.851 0.953
H 7.744 2.256 0.284
H 7.728 0.482 0.551
H 8.789 1.484 -1.779
H 9.505 0.102 -0.940
H 10.381 3.015 -0.736
H 11.377 1.555 -0.935
```

Values from the calculation:
Calculated total energy in eV: -122581.6999
SMILES string: CB(O)c1cc(CCC(N)=O)c2c(c1Cl)C(=O)N(CCCC(F)(F)C(F)(F)F)C2=O.O=C1CCCO1.O=C1CCCO1.O=C1CCCO1.O=C1CCCO1.O=C1CCCO1.O=C1CCCO1.O=C1CCCO1.O=C1CCCO1
Charge: 0
E_LUMO in eV: -1.1
Kohn-Sham gap in Ha: 0.2978
Highest occupied orbital energy in eV: -9.16

***

No. 3
5 unconnected molecules or ions with the total composition C49H67BCl3NO19P. Source: the OMol25 dataset; level of theory: ωB97M-V/def2-TZVPD.

```
141
C49H67BCl3NO19P (ωB97M-V/def2-TZVPD)
C 0.143 1.450 5.943
C -1.363 1.366 6.268
C -2.296 1.828 5.133
C -3.339 0.783 4.714
C -4.707 1.369 4.390
C -5.646 0.281 3.834
C -5.599 0.254 2.313
C -6.296 -0.940 1.677
C -5.758 -2.261 2.217
C -5.858 -3.471 1.283
C -4.594 -4.303 1.387
C -3.438 -3.756 0.557
C -2.096 -4.315 1.044
C -1.458 -3.361 2.071
C -0.097 -2.759 1.694
C -0.009 -1.252 2.087
C -0.224 -1.167 3.600
N 0.623 -2.042 4.422
C -0.058 -3.020 5.246
O -1.071 -0.628 1.410
B -0.591 -0.174 0.090
Cl -0.991 1.703 -0.137
P -1.351 -0.843 -1.593
C -3.156 -0.477 -1.406
O -1.308 -2.535 -1.513
O 0.805 -0.498 0.104
C 1.295 -0.565 1.451
C 1.645 0.905 1.797
C 0.669 1.715 2.658
C 2.570 -1.468 1.359
Cl 3.341 -1.302 -0.269
C 3.706 -1.248 2.423
C 3.270 -0.836 3.826
Cl 5.007 -0.117 1.902
H 0.592 0.462 5.978
H 0.682 2.055 6.666
H 0.304 1.862 4.953
H -1.592 0.332 6.511
H -1.571 1.945 7.164
H -2.794 2.753 5.417
H -1.688 2.058 4.260
H -3.478 0.086 5.539
H -2.963 0.220 3.862
H -5.123 1.818 5.289
H -4.589 2.124 3.613
H -6.660 0.492 4.170
H -5.334 -0.678 4.239
H -6.056 1.179 1.960
H -4.554 0.262 1.998
H -7.373 -0.867 1.828
H -6.100 -0.891 0.610
H -4.734 -2.130 2.565
H -6.350 -2.493 3.102
H -6.694 -4.094 1.598
H -6.063 -3.150 0.263
H -4.781 -5.325 1.062
H -4.278 -4.309 2.430
H -3.601 -3.985 -0.496
H -3.421 -2.670 0.619
H -2.313 -5.275 1.513
H -1.427 -4.510 0.216
H -1.305 -3.932 2.986
H -2.180 -2.594 2.328
H 0.075 -2.859 0.628
H 0.664 -3.381 2.174
H -0.115 -0.149 3.965
H -1.259 -1.427 3.811
H 1.362 -2.464 3.887
H 0.604 -3.334 6.052
H -0.911 -2.549 5.725
H -0.381 -3.924 4.722
H -3.529 -0.524 -0.387
H -3.271 0.520 -1.820
H -3.701 -1.153 -2.062
H -1.907 -2.892 -2.171
H 2.622 0.997 2.260
H 1.746 1.404 0.842
H -0.351 1.357 2.613
H 0.665 2.751 2.334
H 0.977 1.707 3.704
H 2.307 -2.517 1.378
H 4.223 -2.196 2.511
H 2.329 -0.311 3.864
H 3.194 -1.715 4.456
H 4.036 -0.207 4.265
C 5.849 3.534 -2.005
C 6.325 3.531 -3.256
C 6.865 2.281 -3.902
O 7.261 2.393 -5.050
C 6.879 1.053 -3.138
C 6.400 1.048 -1.883
C 5.852 2.299 -1.235
O 5.445 2.206 -0.095
O 6.362 -0.037 -1.134
O 6.365 4.611 -4.029
H 5.460 4.423 -1.530
H 7.271 0.165 -3.613
H 5.917 0.194 -0.290
H 6.747 4.337 -4.891
C 5.817 -4.829 -3.470
C 6.045 -6.135 -3.302
C 5.253 -6.967 -2.332
O 5.530 -8.156 -2.268
C 4.232 -6.322 -1.543
C 3.993 -5.005 -1.695
C 4.772 -4.171 -2.692
O 4.494 -2.998 -2.806
O 3.077 -4.373 -0.996
O 6.975 -6.815 -3.967
H 6.378 -4.225 -4.168
H 3.680 -6.929 -0.840
H 3.078 -3.417 -1.228
H 6.906 -7.735 -3.644
C 5.536 6.746 -7.281
C 4.869 7.390 -8.249
C 4.923 6.949 -9.689
O 4.272 7.591 -10.494
C 5.742 5.802 -10.033
C 6.410 5.158 -9.066
C 6.340 5.590 -7.624
O 6.977 4.932 -6.823
O 7.177 4.102 -9.283
O 4.112 8.455 -8.032
H 5.501 7.052 -6.244
H 5.783 5.500 -11.069
H 7.523 3.827 -8.409
H 3.746 8.709 -8.902
C -6.649 4.194 -2.074
C -6.005 3.084 -1.671
C -6.747 1.808 -1.353
O -6.091 0.847 -1.011
C -8.199 1.805 -1.463
C -8.830 2.915 -1.861
C -8.088 4.179 -2.204
O -8.758 5.131 -2.573
O -10.149 3.006 -1.991
O -4.696 3.027 -1.524
H -6.129 5.112 -2.308
H -8.722 0.892 -1.216
H -10.320 3.919 -2.296
H -4.466 2.124 -1.226
```

Values from the calculation:
Calculated total energy in eV: -139828.2089
Charge: -1
E_LUMO in eV: -0.4
Kohn-Sham gap in Ha: 0.1426
Highest occupied orbital energy in eV: -4.30

***

The highest E_LUMO belongs to which entry?
C49H62NO8P2Si2Tl

***

calculated total energy of number 2 (C49H65BClF5N2O20)?
-122581.6999 eV